C4H6IO3 | ωB97M-V/def2-TZVPD

Results
Highest occupied orbital energy   -3.914 eV
Charge   -1
LUMO energy   3.3674 eV
Kohn-Sham gap   7.28 eV
ΔE to the lowest compared entry with this formula, charge and spin   0.0 kcal/mol

Each line ends with the Mulliken charge.
Element x y z (Å)
I (1.982, -3.080, 1.612)  -0.896
C (-0.488, -0.929, -1.275)  -1.325
C (-0.571, -0.129, 0.024)  0.636
C (0.785, 0.203, 0.612)  -0.349
O (0.695, 1.623, 0.875)  -0.368
C (-0.427, 2.128, 0.380)  0.641
O (-0.817, 3.240, 0.516)  -0.563
O (-1.131, 1.153, -0.275)  -0.371
H (0.059, -0.294, -1.972)  0.368
H (-1.509, -1.084, -1.635)  0.323
H (-0.037, -1.911, -1.167)  0.316
H (-1.191, -0.646, 0.759)  0.182
H (1.632, -0.035, -0.032)  0.263
H (1.018, -0.237, 1.579)  0.144